1.
Here is a cluster of 15 separate species, C3H34O15 in total at a distorted geometry from OMol25. Energies are from the ωB97M-V functional and the def2-TZVPD basis.

The geometry in ORCA input format:
```
! RIJCOSX wB97M-V def2-TZVPD def2/J DEFGRID3
* xyz 1 2
C 0.74299 0.63839 0.10973
C 0.84417 1.82163 -0.53534
O -0.07957 2.76336 -0.36989
C 1.97946 2.39813 -1.24501
H 1.61792 0.03030 -0.01999
H -0.07164 0.19698 0.66326
H -0.11909 3.36146 -1.21646
H 2.88291 1.72897 -1.30718
H 1.74006 2.72735 -2.33710
H 2.21575 3.42846 -0.82154
H -0.14925 -2.07155 1.40541
H 0.84344 -3.16542 1.65783
O 0.24219 -2.80712 0.95329
H 1.41270 -2.29471 -0.32291
H 2.04227 -2.46596 -1.52576
O 2.25745 -2.10296 -0.66991
H -2.53289 1.46294 -3.06936
H -1.48787 1.24310 -4.02198
O -1.94523 1.94044 -3.69208
H 0.35200 3.03669 -3.53190
H -0.98206 3.28959 -3.08830
O -0.06760 3.63850 -2.91193
H -2.99957 -2.20848 -2.12526
H -2.11658 -2.79470 -0.86551
O -2.38681 -2.08377 -1.43492
H -0.02438 -0.41520 -2.54757
H 1.44721 -0.45291 -2.34425
O 0.77421 -0.76274 -3.00094
H -0.28110 3.99330 2.75841
H -0.09935 3.22907 1.43965
O -0.24081 3.05580 2.45318
H -1.68247 1.31795 -1.16738
H -2.22415 -0.10914 -0.83050
O -2.39163 0.75474 -1.28277
H -0.17029 -2.24419 3.78834
H 1.18464 -2.15397 3.24307
O 0.57880 -2.81363 3.69273
H -0.96433 1.18072 3.17581
H -1.73172 -0.11705 3.30932
O -0.94215 0.18661 3.05220
H -1.86712 -3.68874 1.68283
H -1.34351 -4.11032 0.24911
O -2.16119 -3.73390 0.65057
H 2.41109 0.11246 1.80061
H 0.93473 0.07400 2.35938
O 1.80598 -0.38042 2.35523
H 3.56847 -0.76744 -0.16987
H 4.55530 0.56813 -0.14152
O 3.63867 0.14484 -0.02437
H -2.93007 -0.76061 1.93075
H -3.16966 -2.23896 1.64073
O -2.91033 -1.58004 2.25007
*
```

Output
HOMO energy (spin up / spin down): -0.5151 / -0.5151 hartree
Lowest unoccupied orbital energy (spin up / spin down): -3.82 / -8.00 eV
⟨S²⟩: 0.755

2.
Here is the ion C5H12NOS with charge +1 at a distorted geometry from OMol25. Energies are from the ωB97M-V functional and the def2-TZVPD basis.

The geometry in ORCA input format:
```
! RIJCOSX wB97M-V def2-TZVPD def2/J DEFGRID3
* xyz 1 1
C -0.65106 -0.26120 0.01410
C 2.58538 -0.00330 0.64459
C 1.71389 1.08637 0.08843
C 0.48409 0.74375 -0.76728
C -2.37559 -0.37645 -0.07744
N -2.85689 -1.53864 0.10469
O -0.25539 -1.55637 -0.11443
S -3.26951 1.03119 0.05058
H -0.52156 0.16833 0.99821
H 2.78821 -0.79970 -0.11953
H 2.13330 -0.21905 1.62574
H 3.52943 0.32592 0.98352
H 1.44494 1.66359 0.84890
H 2.45567 1.59498 -0.46386
H 0.07059 1.61022 -1.12758
H 0.77273 0.14758 -1.77841
H 0.36003 -1.47305 -0.89189
H -2.21692 -2.36111 0.25378
H -3.81585 -1.70228 0.40241
H -2.37548 1.91923 -0.67453
*
```

Output
Relative energy (zero: lowest compared OMol25 entry of this formula, charge and spin): 173.68 kJ/mol
HOMO energy: -0.5295 hartree
Lowest unoccupied orbital energy: -4.34 eV

3.
Here is a structure of composition C39H43AlF2N6 from OMol25. Energies are from the ωB97M-V functional and the def2-TZVPD basis.

The geometry in ORCA input format:
```
! RIJCOSX wB97M-V def2-TZVPD def2/J DEFGRID3
* xyz 0 1
Al -0.22547 -1.35195 0.25002
C 4.63643 -4.66594 3.77442
C 3.89615 -3.70103 2.88798
C 4.34180 -3.40656 1.60077
C 3.61855 -2.58665 0.75913
C 2.41981 -1.98780 1.16086
N 1.64490 -1.23947 0.27826
C 2.27059 -0.31105 -0.55387
C 3.31360 0.50612 -0.11046
C 3.77629 1.56479 -0.86408
C 3.21121 1.87618 -2.09913
C 3.62039 3.10864 -2.85757
C 2.22457 1.03435 -2.58278
C 1.79259 -0.06403 -1.84940
N 0.90664 -0.98621 -2.48153
C 0.94274 -1.37272 -3.77416
C -0.00265 -2.35796 -3.94132
C -0.57073 -2.52518 -2.67408
N -0.01505 -1.69045 -1.80506
C 2.01550 -2.23397 2.48037
C 2.72035 -3.10300 3.30717
N 0.89863 -1.55038 3.05325
C 0.81977 -1.06347 4.31009
C -0.39867 -0.43628 4.43807
C -1.00166 -0.57201 3.18586
N -0.21191 -1.24341 2.35915
H 5.68369 -4.74077 3.48293
H 4.20302 -5.66633 3.70833
H 4.59794 -4.35942 4.82016
H 5.25975 -3.85778 1.24177
H 3.96416 -2.40453 -0.25070
H 3.72726 0.31306 0.87183
H 4.56468 2.19370 -0.46557
H 4.66980 3.34829 -2.68603
H 3.02817 3.96950 -2.53814
H 3.47159 2.98457 -3.93051
H 1.76717 1.23603 -3.54478
H 1.65669 -0.94335 -4.45456
H -0.23576 -2.89168 -4.84500
H -1.33879 -3.20224 -2.34159
H 2.33327 -3.30935 4.29839
H 1.63740 -1.18981 4.99752
H -0.78492 0.06416 5.30786
H -1.93817 -0.18639 2.81740
F 0.30037 -4.11705 0.22612
C -0.80341 -3.31407 0.52120
F -1.83898 -3.84690 -0.25968
H -1.08138 -3.57488 1.54936
C 2.34457 2.81141 2.57076
C 1.33137 2.77569 1.45604
C 1.10493 3.89464 0.66456
C 0.13205 3.84321 -0.32472
C -0.13771 5.03656 -1.20497
C -0.59823 2.67822 -0.51772
C -0.38893 1.51359 0.24417
C 0.60028 1.61790 1.24026
N -1.08990 0.31133 0.05346
C -2.45237 0.35285 -0.51609
C -3.33824 1.38578 0.20823
C -4.77485 1.35103 -0.32036
C -5.38343 -0.02299 -0.03245
C -4.54553 -1.09328 -0.73181
C -4.58006 -0.85164 -2.24374
C -3.96768 0.51837 -2.54221
C -4.77269 1.60806 -1.82966
C -2.51508 0.54489 -2.05100
C -3.09432 -1.02063 -0.24630
H 2.80287 3.79679 2.65545
H 3.14067 2.08242 2.40457
H 1.87544 2.57421 3.52801
H 1.67401 4.80361 0.82684
H 0.43283 5.90547 -0.87746
H -1.19630 5.30336 -1.19367
H 0.13419 4.82866 -2.24237
H -1.34936 2.70142 -1.29034
H 0.82351 0.77258 1.87274
H -2.93120 2.39217 0.13010
H -3.33014 1.12805 1.27423
H -5.36145 2.12730 0.17883
H -6.41727 -0.06745 -0.38914
H -5.40349 -0.20228 1.04729
H -4.93925 -2.08737 -0.50385
H -5.61087 -0.89843 -2.60851
H -4.01482 -1.63261 -2.76284
H -3.98211 0.70264 -3.62049
H -5.79981 1.62261 -2.20839
H -4.33771 2.59116 -2.03977
H -2.03636 1.46463 -2.38281
H -1.95832 -0.27100 -2.51708
H -2.52970 -1.79887 -0.76512
H -3.04744 -1.23939 0.82908
*
```

Output
Relative energy (zero: lowest compared OMol25 entry of this formula, charge and spin): 0.00 kJ/mol
HOMO energy: -0.2581 hartree
Lowest unoccupied orbital energy: 0.68 eV

4.
Here is the molecule C3H6OS2 from OMol25. Energies are from the ωB97M-V functional and the def2-TZVPD basis.

The geometry in ORCA input format:
```
! RIJCOSX wB97M-V def2-TZVPD def2/J DEFGRID3
* xyz 0 1
O -2.76368 0.90488 -0.10844
C -2.07421 -0.04677 -0.35397
C -0.64863 0.05335 -0.83573
C 0.40439 -0.28723 0.23540
S 1.93642 0.47596 -0.36502
S 3.33486 0.02521 1.08487
H -2.53676 -1.05529 -0.34358
H -0.52770 1.07768 -1.19402
H -0.52535 -0.63506 -1.67805
H 0.51100 -1.36541 0.28198
H 0.14608 0.13563 1.20378
H 2.74356 0.71704 2.07276
*
```

Output
Relative energy (zero: lowest compared OMol25 entry of this formula, charge and spin): 67.15 kJ/mol
HOMO energy: -0.3333 hartree
Lowest unoccupied orbital energy: 0.50 eV
SMILES: O=CCCSS

5.
Here is a cluster of 2 separate species, C4H12 in total at a distorted geometry from OMol25. Energies are from the ωB97M-V functional and the def2-TZVPD basis.

The geometry in ORCA input format:
```
! RIJCOSX wB97M-V def2-TZVPD def2/J DEFGRID3
* xyz 0 1
C 1.98579 0.69074 0.46846
C 2.62703 -0.12656 -0.63444
H 0.89528 0.71768 0.42120
H 2.34769 0.43108 1.46594
H 2.18507 1.77197 0.44681
H 2.56858 -1.18736 -0.36409
H 2.14041 -0.02840 -1.60087
H 3.70172 0.05843 -0.61551
C -1.72439 -0.66404 0.29731
C -2.91329 0.10433 -0.17599
H -1.14832 -0.13415 1.05918
H -1.97737 -1.65513 0.68258
H -0.98781 -0.86450 -0.48418
H -3.44135 -0.44766 -0.94811
H -2.63781 1.04850 -0.65115
H -3.62122 0.28507 0.63286
*
```

Output
Relative energy (zero: lowest compared OMol25 entry of this formula, charge and spin): 20.93 kJ/mol
HOMO energy: -0.4181 hartree
Lowest unoccupied orbital energy: 1.13 eV
SMILES: CC.CC

6.
Here is a cluster of 2 separate species, C5H12NS in total from OMol25. Energies are from the ωB97M-V functional and the def2-TZVPD basis.

The geometry in ORCA input format:
```
! RIJCOSX wB97M-V def2-TZVPD def2/J DEFGRID3
* xyz -1 1
C -1.59855 2.20462 -0.41303
C -1.41099 1.41869 -1.71035
C -0.51902 0.18611 -1.53177
S 1.17547 0.55011 -0.97342
H -1.91630 1.51885 0.37902
H -2.31855 3.02003 -0.50394
H -0.63804 2.60712 -0.09278
H -2.39339 1.09684 -2.07712
H -0.96298 2.06496 -2.47003
H -0.47803 -0.34733 -2.48712
H -1.01543 -0.49745 -0.83072
C -0.58151 -1.30338 2.30158
C 0.46233 -2.08140 2.01298
N 1.63592 -1.68740 1.41243
H -0.58452 -0.25996 2.02104
H -1.45676 -1.72241 2.77307
H 0.42207 -3.13657 2.28007
H 1.58885 -0.92238 0.71600
H 2.23886 -2.43726 1.12326
*
```

Output
Relative energy (zero: lowest compared OMol25 entry of this formula, charge and spin): 25.31 kJ/mol
HOMO energy: -0.0971 hartree
Lowest unoccupied orbital energy: 3.97 eV